{"formula": "C39H35F12InNO2PSSi2", "method": "ωB97M-V/def2-TZVPD", "gap_ev": 6.86, "homo_energy_ev": -8.300, "max_force_ha_per_bohr": 0.02877, "de_lowest_ev": 0.728, "total_charge": 0, "e_lumo_ev": -1.4, "elements": ["In", "C", "Si", "C", "C", "C", "C", "C", "C", "N", "C", "S", "H", "H", "H", "H", "H", "H", "H", "H", "H", "H", "H", "H", "F", "C", "F", "F", "C", "O", "O", "F", "C", "F", "F", "C", "C", "C", "C", "C", "C", "P", "C", "C", "C", "C", "C", "C", "C", "F", "F", "F", "C", "C", "C", "C", "C", "C", "C", "F", "F", "F", "H", "H", "H", "H", "H", "H", "H", "H", "H", "H", "H", "H", "C", "Si", "C", "C", "C", "C", "C", "C", "C", "H", "H", "H", "H", "H", "H", "H", "H", "H", "H", "H"], "coordinates": [[-0.214, 0.053, 0.494], [4.027, 4.968, 1.103], [3.097, 4.441, -0.461], [1.414, 5.282, -0.470], [4.060, 5.025, -1.978], [3.215, 2.541, -0.482], [4.490, 1.994, -0.439], [4.685, 0.617, -0.429], [3.567, -0.186, -0.377], [2.322, 0.293, -0.393], [2.141, 1.622, -0.520], [0.500, 2.122, -0.775], [4.068, 6.058, 1.172], [5.056, 4.602, 1.094], [3.550, 4.595, 2.011], [1.563, 6.365, -0.435], [0.788, 5.004, 0.377], [0.856, 5.047, -1.376], [4.166, 6.111, -1.972], [3.549, 4.744, -2.901], [5.062, 4.593, -2.008], [5.355, 2.649, -0.426], [5.673, 0.180, -0.434], [3.664, -1.266, -0.339], [-2.545, -1.411, -1.265], [-3.412, -1.086, -0.260], [-2.911, -1.670, 0.873], [-4.556, -1.694, -0.524], [-3.467, 0.480, -0.059], [-4.556, 0.995, -0.145], [-2.320, 0.980, 0.186], [-1.022, -9.462, -1.550], [-1.642, -8.821, -0.537], [-1.390, -9.531, 0.579], [-2.962, -8.898, -0.772], [-1.171, -7.401, -0.404], [-1.934, -6.359, -0.905], [-1.498, -5.053, -0.735], [-0.299, -4.787, -0.080], [0.474, -5.846, 0.390], [0.041, -7.149, 0.229], [0.179, -3.022, 0.119], [1.163, -3.093, 1.659], [2.268, -2.257, 1.815], [2.963, -2.216, 3.010], [2.534, -2.989, 4.079], [1.406, -3.786, 3.960], [0.719, -3.830, 2.757], [3.350, -2.996, 5.339], [4.425, -3.808, 5.208], [2.665, -3.436, 6.405], [3.833, -1.775, 5.640], [1.456, -2.900, -1.197], [1.157, -2.077, -2.280], [2.038, -1.958, -3.343], [3.224, -2.675, -3.324], [3.535, -3.502, -2.251], [2.652, -3.615, -1.192], [4.207, -2.540, -4.451], [4.816, -3.708, -4.727], [3.628, -2.111, -5.583], [5.184, -1.658, -4.148], [-2.869, -6.562, -1.408], [-2.103, -4.235, -1.108], [1.412, -5.663, 0.898], [0.634, -7.974, 0.602], [2.606, -1.661, 0.980], [3.848, -1.601, 3.107], [1.072, -4.379, 4.801], [-0.155, -4.462, 2.664], [0.225, -1.523, -2.292], [1.802, -1.316, -4.180], [4.466, -4.054, -2.249], [2.905, -4.254, -0.356], [-1.973, 1.943, 3.067], [-0.314, 1.062, 2.994], [1.122, 2.287, 2.953], [-0.174, -0.132, 4.438], [0.674, 0.183, 5.502], [0.601, -0.514, 6.698], [-0.317, -1.542, 6.847], [-1.141, -1.891, 5.785], [-1.068, -1.192, 4.591], [-2.048, 2.525, 3.988], [-2.800, 1.234, 3.040], [-2.086, 2.610, 2.212], [1.157, 2.860, 3.883], [0.989, 2.986, 2.128], [2.082, 1.785, 2.820], [1.390, 0.990, 5.402], [1.259, -0.248, 7.516], [-0.387, -2.072, 7.788], [-1.853, -2.699, 5.897], [-1.723, -1.462, 3.768]], "forces_ev_per_angstrom": [[-0.6044, 1.2752, 0.4449], [-0.0856, -0.0494, -0.2709], [0.3106, 0.3751, 0.0447], [0.1226, -0.2908, -0.0334], [-0.1185, -0.0474, 0.2259], [-0.3194, 0.0215, -0.0307], [-0.0453, 0.0352, -0.0370], [0.0199, -0.0384, 0.0365], [0.1495, 0.0632, -0.1140], [-0.0269, 0.0146, 0.0619], [0.2888, -0.0180, -0.0540], [-0.5085, -0.3905, 0.0614], [-0.0094, 0.0127, -0.0137], [0.0067, -0.0091, 0.0121], [-0.0568, -0.0374, -0.0191], [0.1125, -0.0090, -0.0007], [0.0140, -0.0439, 0.0396], [-0.0173, 0.0070, -0.0203], [-0.0077, 0.0125, 0.0070], [-0.0258, -0.0232, 0.0050], [0.0099, -0.0065, 0.0008], [0.0112, -0.0057, 0.0116], [0.0029, 0.0029, -0.0134], [0.1228, 0.1043, -0.1267], [-0.0533, -0.0083, 0.1451], [0.3434, 0.0926, 0.2296], [0.0004, 0.0327, -0.2099], [-0.0280, 0.2571, -0.0359], [-0.1772, -0.6396, -0.1496], [0.0482, 0.2094, 0.0623], [0.4029, -0.5593, -0.2090], [-0.0289, 0.0733, 0.0635], [-0.0481, -0.1898, -0.0569], [-0.0162, 0.0588, -0.0731], [0.1064, 0.0107, 0.0120], [-0.0363, 0.0810, 0.0024], [0.0245, -0.0945, 0.0023], [0.0131, 0.0670, -0.0019], [-0.4994, 0.2817, -0.0149], [0.1055, -0.0492, -0.0404], [-0.0332, -0.0083, -0.0405], [0.7188, -0.0789, -0.0177], [-0.1522, 0.1807, 0.2193], [0.0065, -0.1861, -0.0894], [0.0060, -0.0157, 0.0066], [-0.0634, 0.0396, 0.0125], [0.0438, 0.0084, 0.0243], [0.0256, 0.0016, -0.0863], [0.1966, -0.0513, 0.1436], [-0.0749, 0.0562, -0.0029], [-0.0236, 0.0631, -0.0962], [-0.1079, -0.0905, -0.0345], [-0.1673, 0.1150, -0.0267], [0.0310, -0.0757, 0.1070], [0.0545, -0.0416, -0.0503], [-0.1069, 0.0290, 0.0149], [0.0279, -0.0126, 0.0300], [0.0478, -0.0065, 0.0066], [0.1569, 0.0563, -0.1260], [-0.0590, 0.0690, 0.0307], [0.0373, -0.0285, 0.0908], [-0.0858, -0.0599, -0.0084], [-0.0142, 0.0115, 0.0283], [-0.0127, 0.0082, 0.0321], [-0.0207, 0.0086, 0.0140], [0.0063, 0.0160, 0.0296], [-0.1574, -0.1216, 0.3009], [-0.0358, 0.0598, 0.0030], [-0.0306, 0.0263, 0.0083], [-0.0127, 0.0166, 0.0616], [-0.0001, 0.0372, -0.0358], [-0.0001, 0.0002, 0.0024], [-0.0146, -0.0160, 0.0004], [-0.0129, -0.0096, 0.0037], [0.2266, -0.1597, -0.2117], [0.1644, -0.1858, -0.1539], [-0.1541, -0.2731, 0.0648], [-0.0062, 0.2755, -0.2145], [0.0161, -0.0338, -0.0376], [0.0649, -0.0523, 0.0477], [0.0834, -0.0010, 0.0063], [-0.0817, -0.0884, -0.0189], [0.0164, 0.0473, -0.0584], [0.1090, -0.0376, 0.0618], [0.0121, -0.0123, -0.0040], [-0.0198, -0.0110, -0.0014], [-0.0140, 0.0008, 0.0159], [-0.0447, 0.0126, -0.0624], [0.0035, -0.0118, 0.0138], [-0.0075, 0.0096, 0.0267], [0.0000, -0.0173, 0.0159], [0.0007, -0.0295, -0.0072], [0.0072, -0.0051, -0.0071], [-0.0518, -0.0067, 0.0256]], "lowdin_charge": [0.6755, -0.1719, 0.5363, -0.2080, -0.1744, -0.2424, -0.0800, -0.0456, -0.1546, -0.0163, -0.7539, 0.6707, 0.0312, 0.0246, 0.0241, 0.0351, 0.0149, 0.0171, 0.0314, 0.0344, 0.0242, 0.1037, 0.1068, 0.0917, 0.0728, -0.5272, 0.0658, 0.1707, -0.5742, 0.1064, -0.1766, 0.1442, -0.5804, 0.1389, 0.1405, -0.1132, 0.0071, -0.0586, -0.3338, -0.0748, 0.0062, 1.1018, -0.3772, -0.0902, 0.0168, -0.1140, 0.0041, -0.0746, -0.5782, 0.1368, 0.1392, 0.1356, -0.3613, -0.0852, 0.0137, -0.1126, -0.0007, -0.0703, -0.5796, 0.1401, 0.1430, 0.1405, 0.1264, 0.1038, 0.1064, 0.1288, 0.0448, 0.1315, 0.1272, 0.1161, 0.0965, 0.1300, 0.1286, 0.1116, -0.1850, 0.5772, -0.2132, -0.2997, -0.0988, -0.0844, -0.0843, -0.0859, -0.1073, 0.0430, 0.0377, 0.0347, 0.0387, 0.0061, 0.0366, 0.0952, 0.1073, 0.1054, 0.1058, 0.1029]}